1.
Molecular formula: C29H36Cl5FN3O3RuSb
Method: DFT, the ωB97M-V functional and the def2-TZVPD basis

E: -4251.96454 a.u.
ΔE to the lowest compared entry with this formula, charge and spin: 32.7 kcal per mole
2S+1: 5
net charge: +2
molar mass: 893.72 g/mol
highest occupied orbital energy (alpha / beta): -10.64 / -13.19 eV

Last column: Löwdin charge in e.
Cartesian coordinates (Å):
Ru  -1.58089  0.03406  2.54163  1.127
C  0.17711  -4.89918  -3.15070  -0.054
C  -0.84338  -3.76605  -3.09098  -0.180
N  -0.60484  -2.82289  -1.98146  -0.015
C  -1.24208  -3.04406  -0.79328  0.032
C  -1.02938  -2.29739  0.32174  -0.088
C  -1.83843  -2.67855  1.53388  -0.575
O  -2.63862  -3.56885  1.48075  0.127
O  -1.59729  -1.96869  2.65387  -0.195
C  -0.10602  -1.23615  0.23000  -0.195
O  0.24890  -0.47252  1.36180  -0.306
C  0.61176  -0.99126  -0.96306  -0.075
C  1.56103  0.02581  -1.10258  0.074
C  2.26370  0.18133  -2.27871  -0.203
F  3.17784  1.17196  -2.31902  0.071
C  2.06475  -0.63542  -3.37914  -0.149
C  1.09161  -1.63549  -3.24791  0.041
C  0.37553  -1.82935  -2.08672  -0.113
N  2.74297  -0.53429  -4.63214  -0.098
C  3.48921  -1.71568  -5.07126  -0.123
C  3.36255  -1.81794  -6.59523  -0.065
N  3.11346  -0.42691  -7.13180  0.062
C  3.98004  0.57136  -6.40966  -0.067
C  3.46559  0.69354  -4.96812  -0.131
H  -0.03958  -5.56351  -3.99133  0.087
H  0.13849  -5.49104  -2.23280  0.087
H  1.19621  -4.51885  -3.26232  0.065
H  -1.84085  -4.16729  -2.94335  0.125
H  -0.87495  -3.20049  -4.02059  0.113
H  -1.97293  -3.84043  -0.76197  0.151
H  1.76563  0.70687  -0.28435  0.128
H  0.89080  -2.25654  -4.11182  0.109
H  3.07517  -2.61318  -4.62894  0.122
H  4.54121  -1.66447  -4.76697  0.140
H  2.52399  -2.43463  -6.90441  0.136
H  4.27049  -2.19191  -7.05991  0.139
H  2.14125  -0.18881  -6.95821  0.180
H  3.26769  -0.39814  -8.13438  0.184
H  3.94198  1.52055  -6.93205  0.139
H  4.99310  0.18651  -6.46341  0.137
H  2.78224  1.53398  -4.88478  0.137
H  4.32056  0.89259  -4.32268  0.130
Cl  -3.75124  -0.18291  0.94447  0.777
C  -4.32524  -0.11406  2.60114  -0.655
C  -3.31047  0.09463  3.52023  -0.391
C  -3.64413  0.07403  4.87002  -0.673
Cl  -2.41003  0.14495  6.07845  0.719
C  -4.97182  -0.06153  5.25781  -0.696
Cl  -5.36985  -0.02656  6.91840  0.742
C  -5.97290  -0.23725  4.29328  -0.678
Cl  -7.60068  -0.40128  4.77196  0.760
C  -5.64681  -0.28192  2.93366  -0.703
Cl  -6.81980  -0.53011  1.72059  0.753
C  -1.70048  3.53029  6.19212  -0.176
C  -0.39846  3.34412  5.41286  -0.395
Sb  -0.44273  2.18513  3.61496  1.454
C  -1.23548  3.68582  2.27998  -0.392
C  -2.43261  3.21707  1.45025  -0.206
C  1.65275  2.32350  3.17565  -0.413
C  2.13328  3.75949  2.95607  -0.162
H  -1.55737  4.31657  6.93693  0.084
H  -2.00109  2.62856  6.71999  0.015
H  -2.52831  3.84139  5.55027  0.073
H  0.40255  2.92072  6.01925  0.065
H  -0.05004  4.29182  4.99769  0.050
H  -0.41403  3.98007  1.63295  0.042
H  -1.49274  4.54554  2.89698  0.063
H  -2.16099  2.39243  0.79372  0.029
H  -2.79399  4.01432  0.79705  0.083
H  -3.27207  2.89724  2.06858  0.059
H  1.85017  1.70033  2.30647  0.018
H  2.15810  1.87041  4.02951  0.061
H  1.70119  4.21112  2.06542  0.060
H  3.21663  3.76155  2.82619  0.082
H  1.91283  4.40970  3.80396  0.067
C  1.29070  -1.12057  2.18472  -0.005
H  1.68597  -1.97243  1.64360  0.115
H  0.85645  -1.46343  3.11268  0.085
H  2.07717  -0.39731  2.36458  0.078



2.
Molecular formula: C29H36ClN4O2OsSi
Method: DFT, the ωB97M-V functional and the def2-TZVPD basis

E: -2336.37108 a.u.
ΔE to the lowest compared entry with this formula, charge and spin: 35.8 kcal per mole
net charge: +1
molar mass: 726.40 g/mol
highest occupied orbital energy (alpha / beta): -10.44 / -10.60 eV

Last column: Löwdin charge in e.
Cartesian coordinates (Å):
Os  -0.30607  0.37111  0.11673  1.393
Cl  2.30570  6.93369  2.68404  0.691
C  1.79377  5.31476  2.34756  -0.668
C  1.70606  4.38604  3.40441  -0.066
C  1.31576  3.09374  3.18696  0.013
C  0.98408  2.64200  1.88377  -0.335
O  0.65126  1.40645  1.70916  -0.198
C  1.05440  3.59699  0.83328  -0.137
C  0.69754  3.25238  -0.49402  -0.136
O  0.25753  2.15718  -0.89302  -0.199
C  1.47341  4.92817  1.08316  -0.052
H  1.95596  4.71495  4.40484  0.116
H  1.25823  2.38780  4.00423  0.123
H  0.81106  4.02411  -1.26322  0.152
H  1.53069  5.63231  0.26234  0.122
N  -1.94276  1.68639  0.83048  0.032
C  -3.13208  1.73705  0.02560  -0.245
C  -3.62611  2.96095  -0.39254  -0.020
C  -4.74452  3.00378  -1.20986  -0.062
C  -5.35395  1.82084  -1.59782  -0.058
C  -4.83832  0.60569  -1.17663  -0.025
C  -3.71469  0.53594  -0.35295  -0.159
C  -3.14845  -0.78561  0.02449  -0.180
C  -4.06654  -1.80234  0.29226  -0.032
C  -3.66919  -3.12067  0.41843  -0.049
C  -2.33372  -3.44698  0.23255  -0.064
C  -1.41370  -2.44126  0.00773  -0.162
C  -1.75268  -1.07414  -0.02881  -0.282
H  -1.60003  2.62340  1.02211  0.101
H  -2.10768  1.21993  1.72051  0.130
H  -3.13805  3.87742  -0.08001  0.118
H  -5.13554  3.95736  -1.53735  0.112
H  -6.22349  1.84203  -2.24016  0.112
H  -5.29294  -0.31493  -1.51857  0.122
H  -5.11558  -1.55143  0.38314  0.119
H  -4.40053  -3.88833  0.63401  0.113
H  -2.01180  -4.47958  0.27284  0.112
H  -0.37497  -2.71523  -0.10684  0.081
C  4.71204  -2.36048  -0.44230  -0.146
C  3.81381  -1.61459  -1.40621  -0.160
N  2.66802  -1.09261  -0.67854  0.079
C  2.13773  -1.60145  0.44343  -0.349
N  1.03844  -1.03969  0.93690  -0.102
C  0.57305  -1.44323  2.27574  -0.217
C  1.66331  -2.10202  3.09181  -0.141
C  2.26470  -3.21479  2.26575  -0.135
N  2.78069  -2.63530  1.03451  -0.030
C  3.86476  -3.33690  0.34744  -0.131
H  5.18694  -1.65610  0.24325  0.127
H  5.49472  -2.89010  -0.98338  0.125
H  3.48031  -2.27330  -2.21481  0.123
H  4.33351  -0.77229  -1.86087  0.128
H  2.19293  -0.28193  -1.03822  0.051
H  -0.27551  -2.12736  2.17508  0.103
H  0.22522  -0.54451  2.78370  0.100
H  1.24247  -2.49625  4.01664  0.126
H  2.43883  -1.37763  3.34958  0.129
H  1.52250  -3.99191  2.05092  0.135
H  3.10009  -3.68762  2.78142  0.127
H  3.45210  -4.11039  -0.31008  0.135
H  4.45917  -3.83856  1.10970  0.125
C  1.39382  0.62742  -3.05028  -0.203
Si  -0.07509  -0.26386  -2.23307  0.466
C  0.07288  -2.08030  -2.68430  -0.194
C  -1.63020  0.40023  -3.04089  -0.189
H  1.86066  -0.03521  -3.78354  0.039
H  2.17997  1.01187  -2.39700  0.017
H  1.01295  1.50020  -3.58364  0.038
H  0.29991  -2.13736  -3.75340  0.043
H  -0.86032  -2.61448  -2.51646  0.029
H  0.86581  -2.60720  -2.15085  0.017
H  -1.55741  0.25193  -4.12374  0.044
H  -1.76738  1.46853  -2.86023  0.033
H  -2.51749  -0.12475  -2.68689  0.022



3.
Molecular formula: C29H36CrN7O2
Method: DFT, the ωB97M-V functional and the def2-TZVPD basis

E: -2704.87879 a.u.
ΔE to the lowest compared entry with this formula, charge and spin: 5.8 kcal per mole
2S+1: 2
net charge: 0
molar mass: 566.65 g/mol
highest occupied orbital energy (alpha / beta): -6.93 / -7.10 eV

Last column: Löwdin charge in e.
Cartesian coordinates (Å):
Cr  -0.10868  0.14718  -0.10288  0.829
C  -0.39566  2.71141  2.86382  -0.194
C  0.91666  2.05175  3.30305  -0.155
C  1.31712  0.80312  2.47443  -0.216
N  0.19473  0.15662  1.84693  -0.074
C  -0.74359  -0.37079  2.61694  -0.241
C  -0.58245  -0.53456  4.01977  -0.020
C  -1.49353  -0.80507  5.01032  -0.075
C  -2.85928  -1.05059  4.90082  -0.104
C  -3.55818  -1.28645  3.72866  -0.082
C  -3.10784  -1.29255  2.42063  -0.007
C  -1.87943  -0.89080  1.85925  -0.192
N  -1.64531  -0.88188  0.54300  -0.053
C  -2.25550  -1.89600  -0.29023  -0.193
C  -2.54901  -1.47302  -1.72850  -0.137
C  -1.27436  -1.00991  -2.44671  -0.200
N  -0.89588  0.25355  -1.87423  -0.088
C  -1.44680  1.39224  -2.28417  -0.201
C  -2.13962  1.53607  -3.51108  0.000
C  -2.68783  2.64396  -4.12445  -0.080
C  -2.77398  3.96220  -3.69127  -0.102
C  -2.27244  4.47371  -2.50431  -0.078
C  -1.55444  3.82949  -1.51758  -0.009
C  -1.15672  2.48427  -1.35741  -0.195
N  -0.45344  2.07141  -0.29851  -0.063
C  0.33736  3.06171  0.40618  -0.214
C  -0.25995  3.66903  1.68379  -0.169
H  -1.13502  1.94665  2.62721  0.100
H  -0.79056  3.27860  3.71001  0.112
H  1.73063  2.77813  3.25004  0.116
H  0.80050  1.76882  4.35117  0.096
H  2.00404  1.08664  1.67741  0.078
H  1.86824  0.10076  3.11324  0.105
H  0.43285  -0.41234  4.36724  0.097
H  -1.09954  -0.79738  6.02105  0.108
H  -3.42166  -1.10299  5.82421  0.095
H  -4.60623  -1.53486  3.86117  0.106
H  -3.86867  -1.55018  1.69451  0.098
H  -1.53260  -2.72424  -0.32673  0.127
H  -3.17945  -2.28622  0.14659  0.102
H  -2.97775  -2.33022  -2.25233  0.118
H  -3.27891  -0.65734  -1.74655  0.117
H  -0.46967  -1.72361  -2.25268  0.107
H  -1.43817  -0.97632  -3.53102  0.107
H  -2.20566  0.63325  -4.10568  0.096
H  -3.12860  2.45833  -5.09684  0.105
H  -3.28431  4.65936  -4.34158  0.096
H  -2.46571  5.52471  -2.31971  0.107
H  -1.30540  4.47106  -0.68687  0.090
H  1.28917  2.59138  0.65615  0.092
H  0.57501  3.88668  -0.27800  0.117
H  0.39285  4.49746  1.97611  0.117
H  -1.24906  4.07857  1.46664  0.106
N  1.68173  -2.46105  2.10586  0.030
N  1.80206  -3.24617  0.94521  -0.022
C  1.20163  -2.84186  -0.25118  -0.727
O  1.05862  -3.67806  -1.13038  0.026
O  0.92660  -1.60525  -0.34781  -0.145
H  2.50991  -2.57614  2.68532  0.084
H  0.85382  -2.70519  2.65051  0.081
H  1.85914  -4.25602  1.04429  0.132
N  1.98211  0.68296  -1.32622  0.094
C  3.20185  1.29282  -1.00334  -0.312
C  3.64993  2.43173  -1.66761  -0.037
C  4.87733  2.98353  -1.34196  -0.091
C  5.65829  2.41928  -0.34628  -0.105
C  5.20560  1.29619  0.32933  -0.083
C  3.99010  0.73294  0.00018  -0.043
H  1.67759  0.91659  -2.26688  0.110
H  2.03418  -0.33185  -1.20582  0.078
H  3.03653  2.86839  -2.44276  0.110
H  5.23738  3.83936  -1.89240  0.101
H  6.61477  2.85159  -0.09866  0.096
H  5.82249  0.84364  1.09219  0.103
H  3.63231  -0.15476  0.50270  0.113